Below is a structure of composition C4H6NOS at a distorted geometry, with properties calculated with the ωB97M-V functional and the def2-TZVPD basis.

Summary:
frontier orbital gap (spin up / spin down): 6.27 / 6.26 eV
total charge: +1

Last column: Löwdin charge in e.
Geometry (Å):
C 0.29 1.35 -0.91  0.105
C -0.75 1.74 -0.22  0.029
C 0.17 -1.43 -0.83  -0.334
C 0.04 -0.08 -0.42  -0.134
N -0.96 0.48 0.47  0.140
O -0.75 -2.14 -0.51  0.083
S 1.83 -1.15 1.51  0.575
H 0.93 2.05 -1.38  0.133
H -1.23 2.66 0.06  0.150
H 1.03 -1.66 -1.34  0.105
H -0.48 0.48 1.44  0.201
H -1.91 0.16 0.52  0.185
H 1.77 -2.46 1.60  -0.237

Below is a structure of composition C4H6NS at a distorted geometry, with properties calculated with the ωB97M-V functional and the def2-TZVPD basis.

Summary:
frontier orbital gap: 8.79 eV
total charge: +1

Last column: Löwdin charge in e.
Geometry (Å):
C 0.64 0.93 0.22  -0.068
C 0.77 0.91 1.53  0.106
C -0.35 -0.48 -1.61  -0.249
C -0.78 -1.11 0.35  -0.320
N 0.00 -0.22 -0.25  -0.204
S -1.18 -2.07 -0.97  1.087
H 0.87 1.78 -0.34  0.126
H 0.72 0.07 2.07  0.035
H 1.03 1.80 1.99  0.075
H -1.17 0.00 -2.11  0.106
H 0.50 -0.56 -2.34  0.140
H -1.06 -1.04 1.46  0.166

Below is a cluster of 2 separate species, C4H6NS in total at a distorted geometry, with properties calculated with the ωB97M-V functional and the def2-TZVPD basis.

Summary:
frontier orbital gap: 9.90 eV
total charge: +1

Last column: Löwdin charge in e.
Geometry (Å):
C 3.12 -0.33 -0.04  -0.618
C -1.48 0.53 0.04  -0.171
C 1.99 -1.08 0.18  -0.125
C -2.85 1.04 -0.08  -0.030
N -0.54 0.05 -0.42  0.147
S 4.34 0.52 -0.17  1.114
H 0.83 -0.65 0.12  0.080
H 1.90 -1.56 1.20  0.145
H 2.23 -1.90 -0.61  0.161
H -3.38 1.04 0.87  0.088
H -3.19 0.23 -0.72  0.103
H -2.96 2.09 -0.38  0.105

What energy relative to the best compared isomer or geometry (same formula, charge and spin) values result from the calculations? In sequence: 555.6, 162.8, 171.3 kJ/mol.
What calculated total energy values result from the calculations? In sequence: -683.717934, -608.601290, -608.598024 a.u..